A molecular structure, C19H45F12O32P5S4Zn2. Source: the Open Molecules 2025 dataset; level of theory: ωB97M-V/def2-TZVPD.

Atoms and positions in Å:
1 Zn 0.0943 3.8286 -0.7008
2 Zn 3.1410 0.5003 -1.8840
3 C -0.5571 -0.6398 0.8354
4 F -0.1388 -1.8582 0.6070
5 F -1.8971 -0.6620 1.1157
6 F 0.0957 -0.1853 1.9345
7 S -0.1210 0.5274 -0.7202
8 O -0.3586 1.9510 -0.3305
9 O 1.3349 0.3003 -0.9777
10 O -0.9446 0.0726 -1.8629
11 C -3.0297 5.0630 -3.7132
12 F -4.2270 5.6753 -3.7780
13 F -2.7448 4.2011 -4.6303
14 F -2.0164 5.9171 -3.6950
15 S -3.0172 4.1706 -1.9516
16 O -3.5693 5.1853 -1.0445
17 O -3.7761 2.9375 -2.1729
18 O -1.5763 3.9166 -1.7634
19 C 4.4243 3.8553 0.7992
20 F 4.1159 4.8569 1.5874
21 F 5.0388 4.2410 -0.3380
22 F 5.3232 3.1340 1.5098
23 S 2.9183 2.6523 0.5686
24 O 2.8127 1.9419 1.8572
25 O 1.7487 3.5304 0.3710
26 O 3.3165 1.8798 -0.6088
27 C 0.4823 2.5035 -4.9101
28 F -0.2536 3.4865 -5.1744
29 F -0.3688 1.4582 -4.6154
30 F 1.2291 2.0983 -5.9711
31 S 1.6432 2.9382 -3.5132
32 O 0.9411 3.3459 -2.3165
33 O 2.3851 1.6999 -3.3122
34 O 2.5811 3.9065 -3.9947
35 C 3.7712 -0.8351 2.6270
36 O 3.7357 -1.9388 1.6329
37 P 4.6258 -1.7056 0.3336
38 O 4.1910 -0.5928 -0.5975
39 O 4.5979 -3.1246 -0.4303
40 C 4.3471 -4.3563 0.2603
41 O 6.1218 -1.6864 0.8905
42 C 6.8643 -0.5186 1.2636
43 H 4.4314 0.0219 2.4937
44 H 4.0728 -1.1726 3.6186
45 H 2.7475 -0.4609 2.6350
46 H 3.9181 -4.4204 1.2602
47 H 5.2305 -4.9683 0.4421
48 H 3.7556 -5.0444 -0.3436
49 H 6.6447 0.3949 0.7110
50 H 7.8452 -0.5742 0.7915
51 H 6.8836 -0.3705 2.3433
52 C 2.0662 -2.3976 4.9404
53 O 1.4269 -3.5715 5.4181
54 P 0.0954 -4.0742 4.6385
55 O -0.8518 -3.0116 4.2192
56 O 0.5979 -4.9792 3.3736
57 C 0.0612 -4.8538 2.0409
58 O -0.6404 -5.0980 5.7251
59 C -1.4893 -6.1435 5.3504
60 H 3.1252 -2.4120 5.1981
61 H 1.6911 -1.4372 5.2941
62 H 1.9913 -2.5385 3.8622
63 H 0.8170 -4.3724 1.4202
64 H -0.8301 -4.2391 1.9152
65 H -0.2035 -5.8463 1.6763
66 H -1.8347 -6.1409 4.3166
67 H -2.3449 -6.1652 6.0255
68 H -0.9572 -7.0648 5.5872
69 C 0.7038 4.2008 3.8232
70 O -0.5609 3.6506 3.4880
71 P -1.5204 4.4622 2.3405
72 O -0.8705 4.4775 0.9716
73 O -2.9657 3.7422 2.2992
74 C -3.7510 3.8013 3.4873
75 O -2.0265 5.9747 2.9409
76 C -2.7202 6.8704 1.9724
77 H 0.6928 4.5547 4.8541
78 H 0.8642 5.0956 3.2218
79 H 1.5755 3.5558 3.7129
80 H -4.1579 4.7686 3.7820
81 H -3.0495 3.5875 4.2937
82 H -4.5833 3.0975 3.4807
83 H -2.0633 7.5329 1.4088
84 H -3.5107 7.4232 2.4800
85 H -3.1105 6.2770 1.1456
86 C -0.0397 -1.6793 -4.7713
87 O 1.1895 -2.4781 -4.6461
88 P 2.4235 -2.3790 -3.5999
89 O 2.4713 -1.0582 -2.8749
90 O 2.1723 -3.6503 -2.6418
91 C 1.3251 -3.5518 -1.4918
92 O 3.7583 -2.8443 -4.5080
93 C 3.7751 -2.5201 -5.8880
94 H -0.1225 -1.3922 -5.8195
95 H 0.1467 -0.8074 -4.1443
96 H -0.7608 -2.3649 -4.3261
97 H 1.6234 -3.0252 -0.5853
98 H 1.0253 -4.5927 -1.3703
99 H 0.5247 -3.0215 -2.0078
100 H 4.7955 -2.2739 -6.1818
101 H 3.1978 -1.6505 -6.2021
102 H 3.4121 -3.4899 -6.2281
103 C -4.1175 -0.3414 -1.4764
104 O -4.4845 -1.6360 -1.7886
105 P -5.9952 -2.2339 -1.7812
106 O -6.1250 -3.6793 -2.0061
107 O -6.5120 -1.7691 -0.3610
108 C -5.6334 -2.0528 0.7404
109 O -6.7285 -1.1977 -2.7532
110 C -8.1377 -1.0399 -2.6386
111 H -3.4640 0.1015 -2.2280
112 H -3.3454 -0.3085 -0.7078
113 H -4.7805 0.4344 -1.0934
114 H -5.1731 -1.1049 1.0193
115 H -4.9028 -2.8581 0.6648
116 H -6.2411 -2.1800 1.6363
117 H -8.6699 -1.8194 -2.0934
118 H -8.6241 -1.1800 -3.6039
119 H -8.4630 -0.1590 -2.0852

Properties
**Spin multiplicity**: 1
**Lowest unoccupied orbital energy**: -0.10 eV
**Total charge**: 0

---

A molecular structure, C18H26N5O4PtS2. Source: the Open Molecules 2025 dataset; level of theory: ωB97M-V/def2-TZVPD.

Atoms and positions in Å:
1 Pt -0.0469 -1.5497 0.7103
2 O -2.1326 2.7476 2.6623
3 C -1.1094 3.5624 2.3390
4 C -1.2510 4.9275 2.5907
5 C -0.2310 5.7993 2.2720
6 C 0.9521 5.3359 1.6945
7 C 1.0936 3.9889 1.4406
8 C 0.0742 3.0827 1.7536
9 C 0.2160 1.6411 1.4611
10 O -0.6907 0.8252 1.8059
11 N 1.3149 1.2752 0.7859
12 N 1.3605 -0.0745 0.5144
13 C 2.4687 -0.4569 -0.0199
14 S 3.7539 0.6704 -0.3396
15 C 4.7759 -0.5313 -1.2420
16 C 4.5444 -1.9095 -0.6552
17 S 2.7509 -2.1391 -0.4621
18 H -1.8145 1.8339 2.4603
19 H -2.1696 5.2737 3.0455
20 H -0.3516 6.8551 2.4792
21 H 1.7499 6.0250 1.4538
22 H 2.0002 3.6012 0.9961
23 H 5.8155 -0.2258 -1.1295
24 H 4.5189 -0.5056 -2.3003
25 H 5.0237 -2.0083 0.3175
26 H 4.9092 -2.6977 -1.3122
27 N 0.8356 -2.2730 2.3736
28 C 0.6245 -3.7534 2.3449
29 C -0.6058 -4.1682 1.5217
30 O -1.0397 -5.2822 1.6600
31 O -1.0771 -3.2823 0.6630
32 H 1.8165 -2.0166 2.4426
33 H 0.3787 -1.8805 3.1937
34 H 0.5102 -4.1521 3.3500
35 H 1.4952 -4.2176 1.8847
36 C -1.6296 -1.5506 -3.3118
37 C -0.7487 -1.8506 -2.0818
38 N -1.1401 -0.9746 -0.9461
39 C -2.5753 -1.2011 -0.6096
40 C -3.4688 -0.8781 -1.8209
41 N -2.5766 -0.4422 -2.9474
42 C -1.8167 0.7907 -2.5472
43 C -0.9480 0.4454 -1.3228
44 H -2.2352 -2.4035 -3.6107
45 H -1.0520 -1.2102 -4.1688
46 H 0.3017 -1.6633 -2.2946
47 H -0.8538 -2.8819 -1.7534
48 H -2.8121 -0.5558 0.2345
49 H -2.6816 -2.2351 -0.2962
50 H -4.1591 -0.0602 -1.6248
51 H -4.0312 -1.7419 -2.1690
52 H -3.1534 -0.2246 -3.7580
53 H -2.5523 1.5621 -2.3291
54 H -1.2272 1.1001 -3.4079
55 H -1.2112 1.0510 -0.4595
56 H 0.1078 0.6034 -1.5310

Properties
**Energy above the lowest of the compared OMol25 structures with the same formula, charge and spin**: 0.0 kcal per mole
**Spin multiplicity**: 1
**Lowest unoccupied orbital energy**: -3.20 eV
**Total charge**: +1

---

A molecular structure, C19H53Ag2N4O6. Source: the Open Molecules 2025 dataset; level of theory: ωB97M-V/def2-TZVPD.

Atoms and positions in Å:
1 Ag -1.1591 -3.3937 -2.2599
2 Ag -1.6226 -0.8430 -4.6637
3 C 0.5930 -0.3700 -2.0256
4 O -0.2728 -1.2481 -2.6845
5 H 1.5106 -0.1192 -2.5581
6 H 0.0850 0.5810 -1.8065
7 H 0.7983 -0.8014 -1.0435
8 C 2.5243 -3.1311 -3.6639
9 C 2.1340 -4.1478 -2.5895
10 C 2.4386 -3.6121 -1.2055
11 O 2.4367 -4.7511 -0.3555
12 C 2.8499 -4.4185 0.9889
13 N 0.7319 -4.6019 -2.8293
14 H 3.6145 -3.0862 -3.6680
15 H 2.1337 -2.1467 -3.3908
16 H 2.2437 -3.3637 -4.6915
17 H 2.8134 -4.9767 -2.8062
18 H 1.7549 -2.8394 -0.8291
19 H 3.4110 -3.1097 -1.1885
20 H 2.2745 -3.5199 1.2453
21 H 3.8829 -4.0755 0.9064
22 H 2.6374 -5.2287 1.6734
23 H 0.7777 -5.5478 -2.4445
24 H 0.7674 -4.7335 -3.8380
25 C -1.4519 0.1037 1.6655
26 C -2.5246 -0.8302 2.2306
27 C -3.9013 -0.2034 2.3828
28 O -4.1042 0.9392 3.1919
29 C -3.6107 0.7689 4.5304
30 N -2.6223 -2.1045 1.4900
31 H -1.4694 0.0295 0.5711
32 H -0.5180 -0.3650 1.9792
33 H -1.5403 1.1581 1.9148
34 H -2.1639 -1.1375 3.2197
35 H -4.6771 -0.9293 2.6511
36 H -4.1203 0.1627 1.3694
37 H -4.1544 -0.0618 4.9898
38 H -3.9363 1.7167 4.9547
39 H -2.5427 0.5998 4.6906
40 H -3.4138 -2.6605 1.8028
41 H -2.9396 -1.8175 0.5605
42 C 0.3509 -0.8426 4.6537
43 C 1.7634 -0.4784 5.1203
44 C 2.7211 0.1378 4.0801
45 O 2.8468 -0.8890 3.1219
46 C 3.2663 -0.4258 1.8480
47 N 1.6323 0.3855 6.2742
48 H 0.4216 -1.6446 3.9214
49 H -0.1020 0.0354 4.1835
50 H -0.3086 -1.1819 5.4517
51 H 2.0657 -1.4870 5.4621
52 H 3.6851 0.4404 4.4916
53 H 2.1537 0.9563 3.6235
54 H 2.5282 -0.7734 1.1162
55 H 4.2146 -0.8663 1.5391
56 H 3.3126 0.6602 1.7555
57 H 0.6850 0.7780 6.3351
58 H 2.2063 1.2379 6.2706
59 C -3.3606 3.7303 -4.7904
60 C -2.2742 2.7006 -4.4849
61 C -1.5904 2.9566 -3.1635
62 O -2.5112 2.7319 -2.1437
63 C -2.0638 3.0626 -0.8306
64 N -2.8216 1.3344 -4.6758
65 H -2.9280 4.7313 -4.8399
66 H -4.0053 3.7830 -3.9060
67 H -4.0316 3.6227 -5.6403
68 H -1.4849 2.7698 -5.2420
69 H -1.1003 3.9361 -3.1458
70 H -0.7600 2.2314 -3.0551
71 H -2.5715 2.5264 -0.0286
72 H -2.2961 4.1189 -0.6946
73 H -1.0144 2.7777 -0.7540
74 H -3.6318 1.3751 -4.0574
75 H -3.1028 1.1586 -5.6310
76 C 2.6346 3.8591 -0.4437
77 C 1.5024 3.4477 -1.3638
78 O 1.6997 3.8660 -2.7015
79 H 3.5545 3.3401 -0.7291
80 H 2.3892 3.6515 0.6014
81 H 2.9295 4.9084 -0.4239
82 H 0.6443 3.9739 -0.9356
83 H 1.2844 2.3740 -1.3610
84 H 1.7986 3.1050 -3.2748

Properties
**Energy above the lowest of the compared OMol25 structures with the same formula, charge and spin**: 26.1 kcal per mole
**Spin multiplicity**: 3
**Lowest unoccupied orbital energy (spin up / spin down)**: -9.79 / -12.08 eV
**Total charge**: +3

---

12 unconnected molecules or ions with the total composition C12H48O12. Source: the Open Molecules 2025 dataset; level of theory: ωB97M-V/def2-TZVPD.

Atoms and positions in Å:
1 C 12.0854 -21.2128 20.0112
2 O 13.4452 -21.4325 20.3580
3 H 11.6040 -22.1101 19.6278
4 H 11.5156 -20.8905 20.8863
5 H 12.0120 -20.3760 19.3065
6 H 13.5462 -21.0428 21.2388
7 C 15.5137 -18.6529 20.2385
8 O 15.8942 -17.6356 21.1418
9 H 15.6543 -19.6307 20.6963
10 H 14.5145 -18.5297 19.8136
11 H 16.2193 -18.6460 19.4064
12 H 15.3955 -17.7468 21.9527
13 C 7.6287 -21.7301 20.7467
14 O 8.9473 -21.8193 20.2363
15 H 7.4622 -20.7156 21.1048
16 H 6.8744 -21.9630 19.9879
17 H 7.4805 -22.4156 21.5888
18 H 8.9985 -22.5466 19.5953
19 C 16.6117 -21.6985 22.8652
20 O 17.8670 -22.3649 22.7961
21 H 16.6662 -20.7249 23.3618
22 H 16.2416 -21.4820 21.8584
23 H 15.8800 -22.3272 23.3747
24 H 18.5350 -21.8257 23.2223
25 C 11.4801 -18.9432 16.1229
26 O 11.9008 -18.3472 14.9124
27 H 11.0830 -19.9620 16.0559
28 H 12.2683 -18.9075 16.8792
29 H 10.6548 -18.3346 16.4974
30 H 12.4026 -18.9831 14.3958
31 C 13.4727 -20.7266 23.9866
32 O 13.8485 -19.9443 22.8353
33 H 14.1247 -20.5254 24.8437
34 H 12.4476 -20.5110 24.2998
35 H 13.5782 -21.7761 23.7418
36 H 13.8228 -19.0236 23.1103
37 C 7.8364 -23.9903 17.9230
38 O 9.2035 -24.0305 18.3971
39 H 7.5749 -22.9841 17.5944
40 H 7.7002 -24.6917 17.1013
41 H 7.2099 -24.2995 18.7524
42 H 9.7871 -23.8403 17.6547
43 C 13.0978 -25.1935 22.4165
44 O 11.8548 -24.7758 22.9479
45 H 13.4560 -24.5290 21.6204
46 H 13.8170 -25.2259 23.2318
47 H 13.0366 -26.2003 21.9808
48 H 11.2211 -24.7863 22.2092
49 C 8.7998 -25.4295 21.5860
50 O 10.0003 -25.1935 20.8958
51 H 8.8108 -26.4294 22.0118
52 H 8.6607 -24.7056 22.4024
53 H 7.9214 -25.3191 20.9390
54 H 9.8089 -24.7277 20.0706
55 C 14.9661 -20.5319 17.2596
56 O 15.4411 -21.3132 18.3546
57 H 15.0336 -21.0836 16.3163
58 H 13.9192 -20.2498 17.4095
59 H 15.5430 -19.6064 17.1896
60 H 14.6560 -21.5228 18.8857
61 C 8.0368 -19.4629 18.2298
62 O 9.1888 -19.2755 19.0141
63 H 7.9814 -20.5126 17.9062
64 H 7.1174 -19.2271 18.7807
65 H 8.0555 -18.8494 17.3302
66 H 9.2548 -20.0808 19.5567
67 C 10.0760 -18.9806 22.4569
68 O 9.5916 -19.1708 23.7741
69 H 11.1743 -19.0613 22.4303
70 H 9.6984 -19.7412 21.7654
71 H 9.8196 -18.0012 22.0661
72 H 9.8693 -20.0435 24.0649

Properties
**Energy above the lowest of the compared OMol25 structures with the same formula, charge and spin**: 119.0 kcal per mole
**Spin multiplicity**: 1
**Lowest unoccupied orbital energy**: -0.08 eV
**Total charge**: 0

---

E list, top to bottom, in eV: -305194.001, -59640.139, -46771.921, -37787.353